# C9H36O9

9 unconnected molecules or ions with the total composition C9H36O9 (ωB97M-V/def2-TZVPD, OMol25).

The charge is 0. The value obtained for the energy above the lowest of the compared OMol25 structures with the same formula, charge and spin is 21.51 kcal per mole. Its SMILES is CC(C)O.CC(C)O.CC(C)O.O.O.O.O.O.O. The HOMO-LUMO gap comes out at 8.93 eV.

Cartesian coordinates (Å):
C -5.356 -2.060 -1.618
C -4.098 -2.832 -2.055
C -2.860 -2.225 -1.337
O -4.325 -4.185 -1.686
H -5.220 -1.014 -1.892
H -5.559 -2.156 -0.552
H -6.249 -2.449 -2.107
H -4.110 -2.821 -3.145
H -2.004 -2.740 -1.774
H -2.846 -2.332 -0.253
H -2.760 -1.160 -1.544
H -3.515 -4.614 -1.971
C 0.988 2.769 -1.431
C -0.336 2.638 -2.117
C -0.876 1.212 -2.084
O -1.199 3.548 -1.447
H 1.760 2.251 -2.000
H 1.068 2.188 -0.513
H 1.355 3.780 -1.252
H -0.219 2.889 -3.171
H -1.943 1.206 -2.306
H -0.715 0.775 -1.098
H -0.238 0.681 -2.790
H -0.962 4.447 -1.689
C 3.463 2.033 3.502
C 2.915 2.743 2.206
C 3.901 3.769 1.635
O 2.718 1.746 1.227
H 2.762 1.347 3.978
H 3.826 2.770 4.218
H 4.276 1.403 3.140
H 1.952 3.241 2.322
H 3.548 4.115 0.664
H 4.890 3.318 1.547
H 3.889 4.596 2.344
H 2.067 1.137 1.584
O 3.539 -1.634 0.089
H 3.835 -2.476 0.434
H 2.584 -1.695 0.091
O 0.984 -1.562 -2.887
H 1.744 -1.020 -2.672
H 0.652 -1.857 -2.039
O -1.014 -3.298 1.255
H -0.357 -3.979 1.109
H -1.845 -3.771 1.295
O 0.464 0.475 1.720
H -0.268 1.075 1.579
H 0.163 -0.113 2.413
O -0.326 -1.554 3.465
H -1.029 -1.517 4.113
H -0.599 -2.237 2.853
O 0.735 -1.660 -0.089
H 0.706 -0.938 0.539
H 0.043 -2.255 0.197

natural (NBO) atomic charge list, values in e, 5 entries: C -0.6199; C 0.0904; C -0.6380; O -0.7183; H 0.2081



# C38H70Br2Cl2F3N5O10P

6 unconnected molecules or ions with the total composition C38H70Br2Cl2F3N5O10P (ωB97M-V/def2-TZVPD, OMol25).

The charge is +1. The HOMO-LUMO gap comes out at 7.57 eV.

Cartesian coordinates (Å):
C -5.365 1.691 1.317
C -5.397 3.315 1.080
C -6.494 3.629 -0.097
C -3.891 3.901 0.805
C -3.156 3.288 -0.544
C -2.231 4.386 -1.356
C -2.346 1.855 -0.240
O -1.176 1.868 -1.122
C -0.096 0.994 -0.693
P -0.904 -0.781 -0.622
N -1.929 -0.964 -1.860
C 1.044 0.950 -1.862
C 0.444 0.720 -3.399
C 0.561 -0.819 -3.940
C -0.522 -1.138 -5.175
F -1.892 -0.641 -4.889
Br -0.685 -3.172 -5.180
C 0.049 -0.741 -6.660
F 0.922 0.455 -6.680
F 0.667 -1.970 -7.228
Br -1.590 -0.342 -7.796
O 1.856 -0.213 -1.567
C 2.691 -0.039 -0.320
C 3.263 -1.612 -0.229
C 4.525 -1.884 0.738
C 4.443 -3.319 1.566
N 5.315 -4.395 0.956
N 3.716 0.949 -0.805
C 4.678 1.318 0.059
O 5.570 1.672 1.026
C 1.776 0.414 0.959
C 1.418 -0.835 2.016
O 0.841 -0.334 3.311
N 0.801 -1.476 4.066
O -0.025 -1.263 4.951
N 0.549 1.275 0.641
C 0.696 2.736 1.017
Cl 2.174 3.614 0.346
C 0.708 3.004 2.671
C -0.168 4.397 2.984
Cl 2.427 3.395 3.318
H -6.150 1.379 2.130
H -5.574 1.147 0.282
H -4.295 1.338 1.707
H -5.795 3.866 2.061
H -6.371 4.707 -0.594
H -7.610 3.423 0.198
H -6.252 2.867 -0.984
H -3.191 3.800 1.737
H -4.023 5.068 0.594
H -4.049 3.018 -1.290
H -1.191 4.605 -0.867
H -2.779 5.443 -1.442
H -2.140 3.998 -2.470
H -3.150 1.014 -0.507
H -2.114 1.866 0.907
H -1.682 -0.823 0.608
H 0.071 -1.841 -0.598
H -1.696 -1.784 -2.461
H 1.575 1.987 -1.893
H -0.633 1.143 -3.554
H 1.154 1.372 -4.103
H 0.368 -1.654 -3.144
H 1.628 -0.969 -4.425
H 2.372 -2.393 -0.074
H 3.642 -1.840 -1.340
H 4.545 -1.037 1.569
H 5.585 -1.837 0.213
H 3.317 -3.633 1.726
H 4.877 -3.082 2.649
H 4.782 -4.858 0.188
H 6.234 -4.030 0.620
H 2.455 1.116 1.647
H 2.407 -1.383 2.403
H 0.771 -1.678 1.529
H -0.191 0.927 1.329
H -0.230 3.411 0.680
H 0.154 2.168 3.272
H -1.290 4.027 3.097
H -0.103 5.177 2.114
H 0.115 4.853 4.050
C -9.241 1.500 5.315
C -7.780 1.805 5.118
O -7.378 2.382 4.109
C -6.829 1.376 6.203
H -9.808 1.868 4.453
H -9.387 0.420 5.396
H -9.607 2.003 6.214
H -6.868 0.290 6.323
H -7.088 1.872 7.141
H -5.809 1.661 5.925
C 4.033 -1.009 -6.748
C 4.834 -2.229 -6.382
O 5.016 -2.545 -5.207
C 5.403 -3.049 -7.509
H 3.685 -0.515 -5.834
H 4.658 -0.308 -7.308
H 3.162 -1.299 -7.342
H 6.089 -2.440 -8.102
H 4.593 -3.431 -8.136
H 5.957 -3.899 -7.095
C 8.597 3.439 5.141
C 8.200 2.299 4.242
O 8.785 1.218 4.285
C 7.059 2.532 3.289
H 9.434 3.127 5.775
H 8.914 4.294 4.539
H 7.757 3.716 5.783
H 7.307 3.347 2.604
H 6.150 2.769 3.848
H 6.883 1.624 2.703
C 0.715 -8.081 -4.328
C 0.868 -6.589 -4.465
O -0.082 -5.830 -4.278
C 2.227 -6.062 -4.841
H -0.318 -8.316 -4.053
H 0.943 -8.566 -5.280
H 1.379 -8.451 -3.543
H 2.522 -6.458 -5.816
H 2.958 -6.343 -4.079
H 2.188 -4.970 -4.904
C -6.154 -1.809 3.467
C -4.693 -1.504 3.270
O -4.292 -0.927 2.260
C -3.742 -1.934 4.355
H -6.721 -1.442 2.605
H -6.301 -2.889 3.548
H -6.520 -1.307 4.366
H -3.782 -3.019 4.475
H -4.001 -1.437 5.293
H -2.722 -1.648 4.077

Mulliken atomic charge list, values in e, 5 entries: C -0.3122; C 0.3958; C -1.2062; C -0.4090; C 0.4032



no.,LUMO level (eV)
1,-0.36
2,-3.48